# 1
Molecular formula: C42H81BrO24P3Ti
Method: DFT, ωB97M-V/def2-TZVPD

2S+1   4
Gap between HOMO and LUMO (spin up / spin down)   0.22064 / 0.33887 hartree
Expectation value of S²   3.75

Cartesian coordinates (Å):
Ti -0.776675 1.465227 1.356422
Br 1.016572 2.470873 -0.309352
C -1.064525 -3.483534 -4.060930
C -0.317437 -3.808741 -2.779718
O 0.314222 -5.108066 -2.973641
P 1.000642 -5.942658 -1.822348
O 1.135271 -5.259061 -0.528143
O 0.177577 -7.274602 -1.769431
C 0.548617 -8.140013 -0.644267
C -0.663485 -9.078328 -0.395815
O 2.433881 -6.403546 -2.357886
C 2.671576 -6.599087 -3.811894
C 4.229788 -6.904326 -3.894939
H -1.617072 -4.309086 -4.508758
H -1.745699 -2.656042 -3.869610
H -0.359521 -3.198723 -4.853669
H 0.418970 -3.051095 -2.582536
H -1.026322 -3.762692 -1.933477
H 1.430618 -8.676897 -1.037474
H 0.789534 -7.612425 0.260388
H -0.575367 -9.664886 0.552316
H -1.576841 -8.427656 -0.319347
H -0.776832 -9.671553 -1.274818
H 2.090259 -7.487894 -4.165158
H 2.445502 -5.683415 -4.345980
H 4.654359 -6.537536 -4.777349
H 4.736341 -6.234526 -3.250402
H 4.400349 -7.944473 -3.731449
C 3.699759 0.703128 2.568569
C 3.774284 1.357440 3.921547
O 2.533479 1.720424 4.577568
P 1.407578 2.736478 4.232927
O 0.301132 2.113399 3.445177
O 0.834159 3.183636 5.622637
C -0.570894 3.042948 5.735049
C -0.774997 3.553435 7.184022
O 2.120285 3.991577 3.698991
C 1.315401 4.907638 2.933022
C 2.146219 6.157270 2.653892
H 3.208467 -0.254067 2.534290
H 3.327354 1.437523 1.780878
H 4.760686 0.470942 2.329483
H 4.349574 0.715993 4.621149
H 4.315261 2.267794 3.819030
H -1.184417 3.627585 5.006665
H -0.816156 1.977042 5.690022
H -1.776787 3.519128 7.574291
H -0.144669 2.872803 7.773203
H -0.467128 4.633938 7.225820
H 0.903863 4.445001 2.046158
H 0.464150 5.193563 3.544148
H 1.602943 6.838377 2.002965
H 2.378985 6.635164 3.620330
H 3.040954 5.955606 2.125664
C -1.780323 -4.260698 0.894528
C -1.442496 -2.830609 1.188324
O -1.850806 -2.662488 2.641397
P -1.189359 -1.400130 3.287993
O -0.733589 -0.483989 2.223735
O -2.018837 -0.658404 4.490482
C -2.824935 0.525578 4.153378
C -3.583154 0.832626 5.436957
O -0.015424 -1.977414 4.106141
C 0.783277 -1.040792 4.820834
C 2.083593 -1.722798 5.399841
H -1.319231 -4.521746 -0.040616
H -1.522390 -4.967553 1.641575
H -2.912383 -4.310172 0.754283
H -0.336707 -2.625504 1.138610
H -1.935999 -2.057021 0.593947
H -2.161114 1.388557 3.893508
H -3.400541 0.394127 3.268910
H -4.108613 -0.031140 5.909283
H -2.895692 1.359248 6.078302
H -4.337507 1.540601 5.149358
H 1.044077 -0.200974 4.205181
H 0.252391 -0.558004 5.644033
H 1.888827 -2.402029 6.184757
H 2.547758 -2.131458 4.557340
H 2.669902 -0.882906 5.758436
O 3.136966 6.618940 -0.029684
C 3.636650 5.642634 -0.514417
O 4.683556 4.979938 0.114887
C 4.818178 3.664902 -0.528905
C 4.360391 3.837950 -1.984367
C 3.275992 4.898240 -1.766367
H 4.216732 2.982164 0.001803
H 5.904592 3.369430 -0.574560
H 4.047278 2.893995 -2.387227
H 5.168521 4.202687 -2.691744
H 2.276431 4.402880 -1.644535
H 3.096272 5.608115 -2.604545
O 1.369528 -0.095759 -4.561733
C 0.530461 0.585004 -4.033379
O -0.513815 0.080970 -3.392462
C -1.316016 1.192053 -2.923412
C -0.876900 2.520103 -3.626345
C 0.498473 2.089928 -4.034156
H -1.018494 1.302258 -1.866127
H -2.410729 1.021608 -3.023976
H -0.934548 3.319682 -2.899866
H -1.538339 2.624763 -4.527897
H 1.243947 2.416994 -3.313886
H 0.832811 2.454123 -5.080954
O -2.310110 2.480498 1.682555
C -2.829447 1.901696 0.615349
O -3.619677 0.704842 0.734891
C -4.968416 1.017478 0.171746
C -4.716871 2.143537 -0.793309
C -3.557534 2.916806 -0.154829
H -5.598300 1.237705 0.989231
H -5.126540 0.052395 -0.362394
H -5.630359 2.754055 -0.695278
H -4.704839 1.910676 -1.850379
H -3.798307 3.635763 0.582567
H -2.808351 3.383841 -0.856357
O -5.183378 -2.535299 -1.463935
C -5.216871 -2.907391 -2.555772
O -4.668508 -3.996678 -3.053346
C -4.904360 -4.199593 -4.414509
C -5.502033 -2.859919 -4.953412
C -5.926528 -2.182346 -3.691804
H -5.575896 -5.034396 -4.502824
H -3.935236 -4.373364 -4.938607
H -6.255022 -2.995236 -5.755280
H -4.728776 -2.299072 -5.517401
H -7.051110 -2.407592 -3.613581
H -5.696994 -1.075491 -3.688589
O -3.723463 7.473985 -4.068683
C -2.743861 7.557724 -3.406038
O -2.478937 8.645054 -2.627391
C -1.306136 8.463563 -1.897379
C -0.544816 7.293794 -2.550631
C -1.681846 6.503025 -3.119403
H -1.560254 8.289508 -0.814973
H -0.751300 9.383549 -1.879750
H 0.064971 6.817165 -1.842264
H 0.033529 7.639768 -3.405940
H -2.219359 5.914317 -2.361921
H -1.372847 5.907697 -3.925214
O 2.351343 -1.726266 0.568284
C 3.333057 -2.399553 0.400446
O 4.193712 -2.724942 1.400100
C 5.316067 -3.387163 0.889964
C 4.958202 -3.891481 -0.500499
C 3.698337 -3.153205 -0.847931
H 5.628191 -4.182818 1.594802
H 6.023040 -2.582587 0.885052
H 4.792587 -4.962433 -0.388807
H 5.674737 -3.784328 -1.304098
H 2.798084 -3.773796 -1.035797
H 3.697936 -2.340996 -1.601576

Forces on atoms 1 to 3 (eV/Å):
Ti 3.18 -0.91 0.60
Br -0.12 -0.03 0.15
C 0.53 0.17 -0.61

=====

# 2
Molecular formula: C42H81N7O7
Method: DFT, ωB97M-V/def2-TZVPD

SMILES   [H]/N=C\Cc1nc2c(COCCOCC)c(CC(C)C)c(C[C@@H]3CO3)c(CC(N)(N)N)c2nc1C/C=N/[H].CCOCC.CCOCC.CCOCC.CCOCC
Gap between HOMO and LUMO   0.30730 hartree

Cartesian coordinates (Å):
H 1.109111 0.462757 -6.632016
N 1.525338 -0.437735 -6.874537
C 2.588475 -0.630496 -6.220051
C 3.161487 0.315062 -5.199878
C 2.845688 -0.133043 -3.790125
N 1.630439 0.099858 -3.386993
C 1.298312 -0.258586 -2.117608
C -0.008851 0.011934 -1.659114
C -0.948262 0.712426 -2.612338
O -0.450525 1.939709 -3.113619
C -0.385554 2.954368 -2.129847
C 1.052093 3.200175 -1.726334
O 1.060166 4.155156 -0.684577
C 2.367980 4.522648 -0.261303
C 2.431912 4.574368 1.267212
C -0.370059 -0.387129 -0.401954
C -1.782376 -0.120933 0.072831
C -2.873194 -1.035803 -0.536786
C -4.037381 -1.107446 0.455920
C -2.339313 -2.453896 -0.765862
C 0.591058 -1.045671 0.442471
C 0.170548 -1.487751 1.822376
C 0.791783 -0.686007 2.970285
C 0.463776 0.897056 3.054040
O 1.783309 0.131702 2.633774
C 1.876212 -1.288033 0.028353
C 2.869209 -1.934827 0.963885
C 3.793700 -3.100890 0.479506
N 3.203359 -3.840160 -0.625390
N 5.146185 -2.639691 0.200481
N 3.930050 -4.071893 1.596071
C 2.231896 -0.884798 -1.281126
N 3.491332 -1.115025 -1.729404
C 3.802754 -0.762789 -2.944380
C 5.212986 -1.069495 -3.384150
C 6.164311 0.021649 -2.950740
N 6.423581 0.141024 -1.720513
H 7.074921 0.904962 -1.544003
H 3.093066 -1.580353 -6.395438
H 4.221301 0.508288 -5.350379
H 2.648116 1.267745 -5.326150
H -1.925980 0.896131 -2.170764
H -1.108026 0.067019 -3.475672
H -1.007903 2.744590 -1.256536
H -0.772961 3.867119 -2.585525
H 1.593387 3.589364 -2.595171
H 1.533619 2.270815 -1.408082
H 3.113958 3.831493 -0.654427
H 2.567676 5.518420 -0.661679
H 3.095997 3.807305 1.658101
H 1.435497 4.458116 1.682638
H 2.810816 5.543091 1.585650
H -2.004940 0.900830 -0.240874
H -1.873393 -0.105081 1.150740
H -3.230856 -0.621447 -1.477781
H -4.851300 -1.665219 -0.002924
H -4.381480 -0.112737 0.733859
H -3.680498 -1.630290 1.343544
H -3.168927 -3.141453 -0.915736
H -1.686681 -2.488692 -1.636107
H -1.749644 -2.766449 0.094916
H 0.481704 -2.516821 2.004584
H -0.902150 -1.450317 1.964953
H 0.799898 -1.196020 3.934036
H 0.765502 1.857421 2.639285
H -0.280305 0.747341 2.233842
H 3.498142 -1.134642 1.351013
H 2.347868 -2.321768 1.830454
H 3.807744 -3.845430 -1.433907
H 3.076937 -4.806167 -0.356453
H 5.344534 -2.677588 -0.786446
H 5.257225 -1.665970 0.447327
H 3.045082 -4.546541 1.748329
H 4.167521 -3.572226 2.445032
H 5.517136 -2.002992 -2.919256
H 5.274477 -1.221621 -4.459591
H 6.622047 0.668652 -3.700624
C -7.975000 -3.959045 -1.910840
C -7.810271 -2.450622 -1.976491
O -6.597307 -2.026561 -2.577081
C -6.390688 -2.427508 -3.918755
C -7.451806 -1.931307 -4.886117
H -7.143074 -4.411309 -1.368699
H -8.904415 -4.208197 -1.398481
H -8.010023 -4.412303 -2.902549
H -7.790437 -2.046597 -0.964113
H -8.668180 -1.989779 -2.476957
H -6.293108 -3.517406 -3.983499
H -5.422221 -2.009831 -4.195333
H -8.439027 -2.331891 -4.653296
H -7.200306 -2.235673 -5.902556
H -7.517253 -0.842856 -4.854514
C 4.788571 1.624730 1.354476
C 6.281040 1.622119 1.630514
O 6.971174 2.722570 1.057153
C 6.555881 4.002862 1.493359
C 6.698422 4.225985 2.989601
H 4.606164 1.636533 0.276993
H 4.322251 0.737288 1.779506
H 4.288612 2.492642 1.787721
H 6.726917 0.731903 1.185414
H 6.473221 1.564443 2.707408
H 5.525380 4.202653 1.174689
H 7.191297 4.707912 0.956490
H 6.070965 3.545807 3.567153
H 6.406373 5.245817 3.243303
H 7.732390 4.071119 3.300623
C -9.783633 1.476121 0.395610
C -10.039495 0.759243 -0.918990
O -10.646206 -0.512302 -0.777275
C -11.915494 -0.536904 -0.150716
C -12.979839 0.275667 -0.868089
H -9.160447 0.863818 1.048670
H -9.272921 2.421483 0.211036
H -10.708714 1.697706 0.929480
H -9.089430 0.566603 -1.418866
H -10.627038 1.392767 -1.593342
H -11.833145 -0.221222 0.895698
H -12.206125 -1.587430 -0.138712
H -12.735728 1.338174 -0.896707
H -13.937072 0.168588 -0.357085
H -13.093676 -0.068641 -1.896804
C 6.202515 0.289413 7.860345
C 5.979924 1.019352 6.546808
O 6.094122 0.196923 5.401005
C 5.192388 -0.889926 5.307087
C 3.726544 -0.486146 5.283006
H 7.183340 -0.187278 7.869939
H 6.147090 0.992658 8.691739
H 5.453705 -0.485247 8.030827
H 6.744239 1.786954 6.422846
H 5.012951 1.536267 6.554964
H 5.379872 -1.613836 6.108560
H 5.447302 -1.387777 4.370319
H 3.420428 0.009113 6.205402
H 3.100852 -1.372171 5.159092
H 3.527484 0.197859 4.455699

Forces on atoms 1 to 3 (eV/Å):
H -0.01 0.03 0.02
N 0.04 -0.07 -0.03
C -0.19 -0.04 -0.18

=====

# 3
Molecular formula: C42H83FNO32P
Method: DFT, ωB97M-V/def2-TZVPD

Gap between HOMO and LUMO   0.36597 hartree

Cartesian coordinates (Å):
C 0.772737 -1.833958 -2.072407
C -0.314623 -2.663330 -2.730879
O -1.560868 -2.665457 -2.012800
P -2.572515 -1.470935 -2.306460
O -2.734102 -1.133306 -3.730934
C -4.121882 -2.088743 -1.612785
C -4.793387 -2.952599 -2.690467
C -6.015830 -3.742611 -2.179480
C -6.841417 -4.214692 -3.397758
C -6.038397 -4.717933 -4.571477
F -7.682572 -5.243471 -2.972848
N -5.477099 -4.948186 -1.532497
C -5.633313 -5.058968 -0.190574
O -5.091851 -5.866999 0.553269
C -6.614161 -3.966153 0.212070
C -6.831017 -3.086714 -1.037600
C -8.351311 -2.872690 -1.268545
C -8.730345 -1.364310 -1.351362
C -9.978377 -1.100536 -2.199684
O -11.142690 -0.888795 -1.409177
O -2.062334 -0.254186 -1.410427
C -2.273983 1.072003 -1.955397
C -1.275097 1.467952 -3.035336
H 1.570615 -1.701305 -2.804209
H 0.445221 -0.842677 -1.776364
H 1.218923 -2.348228 -1.225022
H -0.440280 -2.370324 -3.770817
H 0.019779 -3.698344 -2.744830
H -4.715912 -1.198919 -1.415008
H -3.921582 -2.652610 -0.702575
H -5.111341 -2.284385 -3.489657
H -4.043122 -3.629068 -3.091439
H -7.480068 -3.380800 -3.699796
H -6.732523 -5.191945 -5.263857
H -5.553439 -3.911697 -5.112907
H -5.324434 -5.483962 -4.276572
H -4.730417 -5.453295 -1.983862
H -6.178130 -3.454781 1.069005
H -7.486771 -4.488293 0.600777
H -6.479858 -2.106986 -0.730294
H -8.933432 -3.296732 -0.455926
H -8.720032 -3.334447 -2.178756
H -7.878423 -0.828538 -1.768281
H -8.937555 -1.040512 -0.333275
H -10.204847 -1.938926 -2.854285
H -9.786487 -0.234378 -2.837160
H -11.187509 0.030331 -1.144270
H -2.156002 1.738708 -1.104449
H -3.304558 1.173362 -2.285945
H -0.613527 0.645797 -3.289193
H -1.809127 1.701791 -3.954183
H -0.693659 2.341945 -2.758045
C 4.917319 0.756937 2.705597
O 4.008182 0.076235 1.831845
C 2.901842 -0.371045 2.415933
O 2.622666 -0.264509 3.582434
O 2.151237 -0.959825 1.488365
C 0.917822 -1.493369 1.975944
H 5.760830 1.068354 2.098423
H 4.446597 1.637639 3.137135
H 5.267676 0.093215 3.493064
H 0.292634 -0.705220 2.390660
H 1.096198 -2.262377 2.725232
H 0.413771 -1.935234 1.121276
C 6.451879 4.597004 5.113057
O 7.019742 5.435028 4.102999
C 7.216427 4.852211 2.920589
O 6.948085 3.718761 2.628382
O 7.757471 5.771760 2.126695
C 7.989593 5.379720 0.772045
H 6.342739 5.217159 5.998050
H 5.474111 4.231783 4.803848
H 7.112525 3.761623 5.335628
H 7.049688 5.150918 0.273751
H 8.665777 4.529027 0.717820
H 8.449468 6.234627 0.286080
C 5.651387 7.885284 3.746187
O 5.152562 9.214945 3.551421
C 4.206886 9.280848 2.619465
O 3.760118 8.351102 1.998959
O 3.844354 10.555200 2.480837
C 2.827068 10.775122 1.501653
H 6.397799 7.916712 4.530835
H 4.842675 7.217637 4.038578
H 6.113241 7.536431 2.827922
H 1.916340 10.241811 1.767132
H 3.168433 10.464820 0.515633
H 2.634174 11.843562 1.497095
C 5.247548 11.554573 -5.263186
O 5.376191 11.516492 -3.840252
C 5.548822 10.296097 -3.338905
O 5.599365 9.274537 -3.972994
O 5.653429 10.400597 -2.016791
C 5.845492 9.151747 -1.348385
H 5.114228 12.598675 -5.529403
H 6.146469 11.169690 -5.740549
H 4.379291 10.983428 -5.585867
H 6.769077 8.678554 -1.676978
H 5.000630 8.488834 -1.524506
H 5.913791 9.364743 -0.285354
C 6.537140 -3.264722 9.075872
O 6.464297 -3.058174 7.664728
C 5.272256 -2.647910 7.230920
O 4.303599 -2.451423 7.915318
O 5.342196 -2.500666 5.911076
C 4.122225 -2.057257 5.296150
H 7.551651 -3.592676 9.282156
H 6.337636 -2.338698 9.611519
H 5.835646 -4.036053 9.389518
H 3.831480 -1.083281 5.673849
H 3.325879 -2.780286 5.464899
H 4.324973 -1.987149 4.236391
C -5.264663 -8.920425 0.768281
O -4.660836 -10.221488 0.842780
C -4.155407 -10.656728 -0.303044
O -4.164372 -10.071915 -1.354548
O -3.628857 -11.866184 -0.093838
C -3.044765 -12.457343 -1.253839
H -5.630584 -8.690233 1.763733
H -4.539130 -8.170403 0.475170
H -6.099101 -8.929111 0.069255
H -2.226384 -11.844903 -1.627802
H -3.791866 -12.596389 -2.033054
H -2.660695 -13.424719 -0.943372
C 5.835855 -6.006182 6.444839
O 6.444822 -7.060178 5.694991
C 7.772568 -6.993734 5.641378
O 8.460705 -6.156917 6.161226
O 8.209577 -8.020923 4.912985
C 9.629807 -8.075376 4.772732
H 4.763587 -6.180935 6.415231
H 6.171033 -6.029293 7.480344
H 6.052734 -5.038706 5.999590
H 10.108305 -8.183127 5.744208
H 10.001040 -7.183842 4.271088
H 9.843071 -8.949341 4.164477
C -15.167433 2.272056 -5.612656
O -14.873252 2.091311 -4.226708
C -14.617475 0.827815 -3.883387
O -14.617547 -0.115112 -4.628847
O -14.362496 0.796445 -2.579648
C -14.065826 -0.510612 -2.067019
H -15.353208 3.333243 -5.749468
H -14.322744 1.968554 -6.228121
H -16.054858 1.708624 -5.894033
H -13.184756 -0.917408 -2.542024
H -14.916276 -1.176742 -2.206449
H -13.877110 -0.391357 -1.004987
C 8.399428 3.304392 -3.415040
O 8.020677 4.672267 -3.248865
C 7.065224 5.089892 -4.080869
O 6.520872 4.426296 -4.921026
O 6.827352 6.370978 -3.808682
C 5.818578 6.982649 -4.619487
H 9.171644 3.109614 -2.676504
H 7.551783 2.645933 -3.235626
H 8.800954 3.135156 -4.412095
H 4.862765 6.479791 -4.484580
H 6.107057 6.961932 -5.668545
H 5.740500 8.012939 -4.283187

Forces on atoms 1 to 3 (eV/Å):
C 0.20 -0.05 -0.21
C 0.78 -0.35 0.03
O -0.08 0.41 0.07

=====

In Eh/bohr, the max |F| values for the records above are, in order, 0.08686, 0.05292, 0.08570.
In Eh, the calculated total energy values for the records above are, in order, -7902.566255, -2558.622465, -4553.911362.